Formula: C24H23BrN2S
Source: OMol25
Level of theory: ωB97M-V with the def2-TZVPD basis set

```
51
Properties=species:S:1:pos:R:3:forces:R:3
C 3.868 -2.869 3.000 0.06 0.04 -0.03
N 2.583 -2.275 3.282 0.60 -0.38 0.56
C 2.152 -2.342 4.662 0.00 -0.14 -0.30
C 1.810 -1.734 2.299 -0.54 0.73 -0.14
C 0.423 -1.556 2.513 0.35 -0.34 -0.49
C -0.332 -0.933 1.520 0.40 0.63 0.06
C 0.310 -0.173 0.533 -0.62 0.24 -0.31
C -0.393 0.768 -0.452 1.06 0.09 1.02
S -0.111 -0.070 -2.151 -1.72 -1.06 -1.32
C 1.542 -0.284 -2.876 0.88 0.63 0.48
C 2.215 -1.495 -3.213 -0.12 0.44 0.23
C 3.527 -1.469 -3.737 -0.11 0.40 0.16
C 4.207 -0.252 -3.905 -1.27 0.15 0.05
Br 6.046 -0.198 -4.409 -0.52 -0.08 0.02
C 3.490 0.940 -3.727 0.02 -0.20 0.26
C 2.185 0.913 -3.201 0.72 -0.12 -0.24
C -1.872 1.048 -0.108 -0.37 -0.48 -0.07
C -2.534 1.019 1.132 0.15 0.04 -0.88
N -3.852 1.417 0.995 0.27 -0.08 -0.35
C -4.802 1.567 2.082 0.00 -0.12 0.36
C -4.094 1.732 -0.332 1.15 0.42 0.40
C -5.173 2.434 -0.852 -0.12 0.06 -1.00
C -5.068 2.857 -2.188 -0.09 -0.24 0.64
C -3.901 2.616 -2.925 0.67 -0.45 0.04
C -2.799 1.939 -2.372 -0.54 0.34 -0.67
C -2.870 1.507 -1.055 -0.70 0.34 1.00
C 1.670 -0.372 0.316 0.40 -0.62 0.28
C 2.396 -1.244 1.099 -0.33 0.07 0.76
H 4.039 -2.912 1.921 -0.02 -0.14 0.35
H 4.685 -2.284 3.451 -0.08 -0.20 -0.04
H 3.894 -3.897 3.391 0.12 0.20 -0.04
H 1.368 -1.610 4.866 0.16 -0.06 -0.05
H 1.770 -3.343 4.904 0.03 0.09 0.20
H 3.004 -2.106 5.309 -0.10 -0.15 -0.02
H -0.053 -1.920 3.435 0.18 -0.10 -0.77
H -1.413 -1.031 1.531 0.28 0.28 0.18
H 0.145 1.759 -0.493 -0.41 -1.02 0.06
H 1.729 -2.460 -3.056 0.12 0.32 0.02
H 4.061 -2.376 -4.026 -0.38 0.08 0.31
H 3.961 1.883 -3.991 -0.10 -0.10 0.21
H 1.638 1.834 -3.007 0.30 -0.05 -0.19
H -2.217 0.761 2.142 0.16 0.13 -0.51
H -5.716 2.052 1.720 0.35 -0.12 0.07
H -5.089 0.599 2.519 0.11 0.19 -0.25
H -4.383 2.177 2.896 -0.07 -0.07 -0.33
H -6.044 2.670 -0.241 0.17 -0.08 -0.30
H -5.900 3.383 -2.658 0.25 -0.08 0.18
H -3.832 2.978 -3.951 -0.06 -0.13 0.23
H -1.888 1.736 -2.933 -0.33 0.30 -0.03
H 2.180 0.066 -0.536 -0.15 0.18 0.21
H 3.438 -1.449 0.879 -0.19 0.24 0.00
```
Forces are in eV/Å.

Properties
- highest occupied orbital energy (Eh) = -0.2609

=====

Formula: C24H23Cl44F2N2O2P2S
Source: OMol25
Level of theory: ωB97M-V with the def2-TZVPD basis set

```
100
Properties=species:S:1:pos:R:3:forces:R:3
C -0.982 -2.041 0.074 -0.03 0.33 -0.66
C 0.065 -1.455 -0.879 -0.57 -0.41 -0.06
F 1.312 -2.003 -0.686 0.13 -0.08 0.04
C 0.137 0.047 -0.789 0.36 0.79 0.15
C 0.853 0.689 0.248 0.73 -0.22 -0.87
P 1.649 -0.251 1.633 -1.86 0.54 2.25
N 0.776 -0.016 2.940 0.20 0.19 -0.80
C 0.947 2.083 0.267 0.10 -0.53 0.23
C 1.756 2.760 1.329 0.59 0.38 -0.11
C 3.279 2.726 1.030 -0.20 0.10 -0.21
C 3.717 3.881 0.148 0.16 -0.18 0.54
F 5.043 3.702 -0.177 0.17 -0.11 -0.13
N 0.320 2.818 -0.702 -0.26 0.14 0.12
S 0.441 4.567 -0.711 0.13 0.37 0.06
C -0.419 2.240 -1.690 -0.43 -0.68 -0.18
C -1.093 3.073 -2.727 0.47 0.31 -0.78
C -0.254 3.180 -4.036 0.10 0.41 0.15
C 1.241 3.399 -3.866 0.17 -0.11 -0.48
O 1.948 2.201 -3.558 -0.28 0.00 0.26
C -0.522 0.846 -1.734 -0.43 -0.22 0.41
P -1.532 0.066 -3.067 0.64 -0.36 -0.94
O -0.794 -0.050 -4.338 0.16 0.29 0.00
H -1.814 -1.338 0.120 -0.06 0.05 0.34
H -1.392 -2.935 -0.386 0.15 -0.33 0.24
H -0.578 -2.241 1.060 -0.05 0.06 0.16
H -0.215 -1.763 -1.878 0.15 0.19 -0.30
H 2.947 0.231 1.877 0.23 -0.31 -0.76
H 1.704 -1.608 1.360 0.56 0.12 -0.67
H -0.034 0.555 2.725 -0.14 -0.10 0.34
H 1.564 2.291 2.290 -0.12 -0.27 0.00
H 1.493 3.806 1.446 -0.22 0.00 0.04
H 3.802 2.779 1.981 0.17 -0.05 0.04
H 3.578 1.814 0.516 -0.03 -0.18 0.09
H 3.139 3.917 -0.773 0.02 0.19 -0.14
H 3.653 4.813 0.708 -0.24 0.24 -0.23
H -0.177 4.821 0.462 -0.09 -0.28 -0.06
H -1.294 4.081 -2.391 0.02 -0.01 0.31
H -2.060 2.666 -2.995 -0.12 -0.25 0.13
H -0.409 2.325 -4.687 0.03 -0.22 0.10
H -0.632 4.055 -4.565 -0.14 0.03 -0.07
H 1.618 3.734 -4.831 0.06 0.04 -0.08
H 1.485 4.202 -3.168 -0.05 0.03 0.17
H 2.255 2.230 -2.651 0.22 -0.02 0.03
H -1.937 -1.202 -2.614 -0.24 0.30 0.50
H -2.723 0.784 -3.170 -0.01 0.15 0.52
C 4.446 -3.147 -1.880 -0.02 -0.12 -0.06
Cl 6.144 -3.610 -1.907 -0.03 0.03 0.00
Cl 3.869 -2.877 -3.525 -0.02 0.01 0.03
Cl 3.495 -4.424 -1.117 0.00 0.01 0.03
Cl 4.265 -1.647 -0.947 0.18 0.15 0.08
C -6.613 0.615 -3.942 -0.17 -0.01 -0.05
Cl -4.922 0.059 -3.999 -0.18 -0.07 -0.10
Cl -7.168 0.951 -5.577 0.05 0.01 0.04
Cl -7.608 -0.640 -3.214 0.06 -0.02 0.00
Cl -6.695 2.081 -2.959 0.02 -0.10 -0.13
C 1.968 -4.370 3.468 -0.11 0.06 0.00
Cl 0.890 -4.510 4.851 0.01 0.02 -0.02
Cl 1.041 -4.555 1.966 -0.04 0.02 -0.07
Cl 2.698 -2.741 3.473 -0.02 -0.37 0.14
Cl 3.193 -5.624 3.536 0.03 0.09 -0.04
C 7.198 6.437 -1.753 0.07 -0.03 0.02
Cl 7.599 7.076 -0.156 -0.03 0.00 0.00
Cl 7.630 4.730 -1.831 0.02 0.02 -0.03
Cl 5.455 6.618 -2.034 -0.05 0.01 -0.01
Cl 8.081 7.333 -2.987 -0.03 -0.01 0.01
C 6.694 -3.701 5.938 0.02 -0.08 -0.03
Cl 5.358 -3.299 4.848 0.29 0.03 0.20
Cl 6.067 -4.625 7.304 0.01 -0.15 -0.31
Cl 7.892 -4.666 5.070 -0.01 0.01 0.00
Cl 7.450 -2.211 6.516 -0.01 -0.01 0.01
C -0.776 -3.072 -6.984 0.04 -0.01 0.01
Cl -0.888 -4.763 -6.482 0.00 0.01 0.01
Cl 0.784 -2.411 -6.485 0.00 0.00 0.01
Cl -0.931 -2.963 -8.737 0.00 0.00 0.02
Cl -2.072 -2.145 -6.219 -0.12 -0.09 -0.10
C -8.571 -4.766 -1.928 0.02 -0.04 0.00
Cl -7.137 -4.578 -2.948 0.01 0.02 0.00
Cl -9.361 -3.193 -1.738 -0.05 0.01 0.03
Cl -9.688 -5.895 -2.689 0.02 0.01 0.00
Cl -8.090 -5.377 -0.345 0.00 0.10 -0.02
C -1.918 7.088 2.244 -0.11 0.07 0.12
Cl -0.622 5.974 2.755 0.03 -0.05 0.01
Cl -1.889 8.509 3.273 0.02 -0.04 -0.04
Cl -1.646 7.557 0.560 0.04 -0.03 -0.05
Cl -3.469 6.263 2.387 0.10 0.17 -0.05
C -9.628 -8.827 1.101 -0.01 -0.03 0.01
Cl -10.168 -10.487 1.352 0.01 0.01 0.00
Cl -8.143 -8.828 0.140 -0.02 -0.09 0.00
Cl -10.884 -7.921 0.252 0.01 0.00 0.00
Cl -9.310 -8.064 2.663 0.00 0.02 0.00
C -4.525 2.394 0.639 -0.27 0.01 0.10
Cl -5.219 0.783 0.801 0.08 0.02 -0.06
Cl -3.031 2.303 -0.327 -0.03 -0.11 0.09
Cl -5.662 3.452 -0.190 0.07 0.17 0.23
Cl -4.131 3.045 2.226 -0.03 -0.19 -0.01
C 5.356 -2.735 11.235 0.03 0.03 0.03
Cl 6.366 -2.680 9.789 0.00 0.20 0.31
Cl 3.794 -3.458 10.825 -0.01 0.00 0.00
Cl 6.148 -3.713 12.473 -0.01 0.01 -0.01
Cl 5.102 -1.098 11.849 0.00 -0.01 -0.01
```
Forces are in eV/Å.

Properties
- highest occupied orbital energy (Eh) = -0.4193
- total charge = +1

=====

Formula: C24H23ClN2O5
Source: OMol25
Level of theory: ωB97M-V with the def2-TZVPD basis set

```
55
Properties=species:S:1:pos:R:3:forces:R:3
O -2.214 3.755 2.403 -0.51 0.93 0.15
C -1.486 3.431 1.480 1.91 -2.75 5.29
C -1.699 3.608 0.183 -7.16 3.74 -9.15
C -2.717 4.437 -0.270 -2.70 2.01 -1.01
C -2.986 4.264 -1.893 9.91 -5.27 8.51
C -1.829 3.457 -2.171 -4.82 -0.25 4.06
C -1.605 2.724 -3.444 -2.04 -4.45 2.80
O -0.868 1.394 -3.256 3.80 11.66 -7.99
C -1.125 0.447 -2.598 -8.95 -4.13 7.84
C -0.177 -0.509 -2.388 2.91 0.61 -3.48
C -0.470 -1.743 -1.959 -8.60 6.32 2.47
C -1.879 -1.665 -1.297 5.80 -5.05 -1.04
Cl -2.238 -3.247 -0.568 -0.41 0.18 0.14
C -2.806 -0.734 -1.354 -0.25 2.39 -1.23
C -2.492 0.494 -1.986 4.45 -4.81 -0.34
O -1.489 2.791 -0.888 3.46 0.72 -2.88
N -0.405 2.686 1.665 4.72 -3.56 4.32
C 0.608 1.987 0.868 -2.31 -1.82 -0.49
C 0.366 0.369 0.968 2.99 1.63 -3.13
N 0.512 -0.208 2.405 4.13 1.20 -11.10
C 0.368 -1.569 2.196 3.71 -1.63 5.24
C 1.679 -2.137 1.457 -16.04 -7.04 -1.38
C 2.813 -1.795 1.721 8.44 5.29 1.59
C 3.941 -2.194 1.123 3.48 -5.67 -4.36
C 3.661 -3.388 0.246 -0.06 1.32 -1.26
C 2.345 -3.767 -0.100 -2.29 -3.12 2.76
C 1.233 -3.392 0.705 16.74 7.68 0.64
O 2.327 -5.121 -0.831 1.55 3.34 0.98
C 3.681 -5.144 -1.288 -0.73 0.84 -0.29
O 4.432 -4.221 -0.568 1.84 2.26 1.98
C -0.277 0.589 3.055 -2.56 1.44 6.19
C -0.042 2.060 3.051 -12.76 1.64 -1.30
H -3.449 5.158 0.415 2.44 -2.03 -1.93
H -3.603 4.865 -2.271 -4.65 4.49 -3.87
H -1.073 3.304 -4.071 2.16 1.30 -2.36
H -2.641 2.532 -3.826 1.15 -0.14 -0.18
H 0.696 -0.168 -3.060 -0.53 -1.22 1.48
H 0.180 -2.427 -1.841 4.09 -5.31 0.80
H -3.748 -1.094 -1.077 -1.54 0.31 0.76
H -3.169 1.170 -2.342 -1.71 1.71 -0.34
H 0.685 2.459 -0.069 -0.44 -0.42 -1.86
H 1.577 2.102 1.192 2.13 0.83 1.83
H 1.030 -0.091 0.072 -0.74 0.75 2.64
H -0.564 0.262 0.467 -1.75 -0.65 0.44
H -0.553 -2.007 1.947 -1.44 -0.24 -1.31
H 0.441 -1.835 3.375 -0.03 -0.73 -2.11
H 2.954 -0.831 2.104 -0.21 1.34 1.68
H 5.001 -1.788 1.217 -1.82 -0.64 0.09
H 0.428 -3.707 0.547 -12.46 -4.43 -1.78
H 4.245 -6.012 -1.160 -0.06 -2.29 0.63
H 3.797 -4.933 -2.339 -0.60 0.61 -0.70
H -0.094 0.103 4.008 -0.56 1.13 2.01
H -1.287 0.484 2.971 -3.45 -0.76 -1.08
H -0.844 2.629 3.796 2.39 -1.74 -1.64
H 0.831 2.166 3.281 9.97 2.46 2.28
```
Forces are in eV/Å.

Properties
- highest occupied orbital energy (Eh) = -0.2850
- energy above the lowest of the compared OMol25 structures with the same formula, charge and spin (kJ/mol) = 1773.19

=====

Formula: C24H23ClO3OsPS
Source: OMol25
Level of theory: ωB97M-V with the def2-TZVPD basis set

```
54
Properties=species:S:1:pos:R:3:forces:R:3
C 4.041 -1.678 0.186 1.74 0.52 0.70
C 3.231 -0.581 0.688 0.94 -0.24 2.04
C 2.287 -1.091 1.593 0.42 1.09 0.16
H 3.386 0.475 0.532 -0.10 -0.13 -0.57
C 2.444 -2.499 1.664 1.95 -0.42 0.02
C 3.557 -2.888 0.825 0.81 -0.05 2.27
H 4.005 -3.865 0.782 0.01 -0.04 -0.06
H 4.903 -1.583 -0.462 0.04 -0.02 0.31
H 1.538 -0.497 2.140 0.42 -0.49 -0.51
H 1.891 -3.118 2.353 -0.02 -0.23 -0.45
Os 2.260 -2.208 -0.660 -5.88 2.04 -0.08
Cl 0.274 -3.157 0.229 -0.84 -0.19 -0.88
P -1.100 0.785 0.448 2.11 -0.74 -1.02
C -1.226 0.594 2.153 -0.18 0.06 1.24
C -1.421 1.807 2.843 -0.03 -0.61 0.25
H -1.317 2.737 2.299 -0.19 0.09 0.15
C -1.754 1.767 4.185 0.03 -0.29 0.38
H -1.971 2.691 4.712 0.09 -0.14 0.00
C -1.841 0.535 4.850 -0.05 -0.10 -0.40
H -2.144 0.505 5.899 0.17 0.02 -0.32
C -1.573 -0.671 4.173 -0.04 0.13 0.22
H -1.634 -1.624 4.711 0.07 0.45 -0.24
C -1.257 -0.657 2.821 -0.08 0.59 -0.38
H -1.017 -1.561 2.253 -0.26 0.20 0.26
C -0.095 2.077 -0.154 0.31 0.56 -0.39
C 0.980 2.620 0.594 -0.30 -0.01 -0.31
H 1.303 2.124 1.507 -0.14 0.23 -0.05
C 1.617 3.770 0.140 -0.13 0.05 -0.18
H 2.415 4.224 0.734 -0.26 -0.22 -0.23
C 1.214 4.374 -1.064 -0.33 -0.20 0.17
H 1.653 5.326 -1.371 -0.04 -0.41 0.05
C 0.213 3.782 -1.852 0.23 0.11 0.12
H -0.092 4.247 -2.793 0.18 -0.21 0.31
C -0.422 2.626 -1.419 0.19 -0.02 0.38
H -1.172 2.127 -2.028 0.01 0.28 0.09
C -2.259 0.069 -0.622 -1.30 -0.22 -0.40
C -3.559 0.519 -0.301 0.21 -0.47 -0.53
H -3.687 1.161 0.569 -0.23 -0.09 -0.21
C -4.620 0.142 -1.109 -0.18 -0.16 -0.28
H -5.622 0.509 -0.884 0.24 -0.16 -0.10
C -4.399 -0.689 -2.220 0.32 0.20 0.30
H -5.240 -0.958 -2.862 0.32 0.04 0.23
C -3.108 -1.165 -2.512 -0.32 0.17 0.10
H -2.959 -1.821 -3.369 0.01 0.13 0.25
C -2.027 -0.795 -1.718 -0.06 0.49 0.56
H -1.017 -1.156 -1.898 -0.18 0.03 -0.07
C 1.830 -1.793 -4.045 0.15 0.44 -0.95
S 1.859 -2.954 -2.705 0.61 -2.29 -2.04
O 3.315 -3.345 -2.474 -0.86 -0.05 -1.07
O 0.905 -3.987 -3.128 0.93 1.17 1.09
O 1.932 -0.481 -1.196 -0.63 -0.68 -1.10
H 1.896 -2.445 -4.952 -0.03 0.50 0.77
H 2.697 -1.120 -3.993 -0.33 -0.25 0.12
H 0.891 -1.208 -4.095 0.49 -0.49 0.30
```
Forces are in eV/Å.

Properties
- ⟨S²⟩ = 6.046
- highest occupied orbital energy (alpha / beta) (Eh) = -0.3700 / -0.4115
- spin multiplicity = 5
- total charge = +1
- energy above the lowest of the compared OMol25 structures with the same formula, charge and spin (kJ/mol) = 294.50

=====

> Number 1 is which compound?

C24H23BrN2S